Molecular formula: C43H36IrP2SeSi
Method: DFT, ωB97M-V with the def2-TZVPD basis set

```
84
Properties=species:S:1:pos:R:3
Ir -0.16800 0.04538 -1.17276
C -1.04753 3.08378 -2.68069
Si -0.26709 2.34112 -1.16112
C -1.21388 2.90182 0.39809
C -1.23317 4.20702 0.88670
C -1.93222 4.51449 2.04627
C -2.63565 3.53102 2.73433
C -2.64293 2.22615 2.26430
C -1.93515 1.93236 1.10647
P -1.85555 0.31818 0.30910
C -3.26193 0.31779 -0.84863
C -4.05918 1.44490 -1.03868
C -5.05042 1.43994 -2.00955
C -5.24948 0.31681 -2.79778
C -4.46342 -0.81361 -2.61101
C -3.47441 -0.81292 -1.64416
C -2.19739 -1.02071 1.48242
C -3.47355 -1.57945 1.57413
C -3.72618 -2.59252 2.48760
C -2.71212 -3.05985 3.30943
C -1.43880 -2.51383 3.21905
C -1.18084 -1.50292 2.30839
C 1.49687 2.94845 -0.94645
C 1.96003 4.23787 -1.22134
C 3.26992 4.58581 -0.94076
C 4.14354 3.65812 -0.37711
C 3.70881 2.37447 -0.10352
C 2.39366 2.02704 -0.40696
P 1.72727 0.38015 -0.06717
C 1.86684 0.27658 1.74549
C 2.89520 -0.43166 2.36839
C 3.03582 -0.38915 3.74868
C 2.16916 0.37436 4.51493
C 1.16459 1.10865 3.89991
C 1.01602 1.05938 2.52423
C 2.90145 -0.83878 -0.70456
C 2.81547 -2.15726 -0.25208
C 3.59806 -3.14557 -0.82690
C 4.45286 -2.82606 -1.87066
C 4.53203 -1.51940 -2.33478
C 3.75685 -0.52670 -1.75941
H -1.24576 4.13973 -2.47000
H -1.99657 2.60919 -2.93184
H -0.39202 3.02056 -3.54986
H -0.67300 4.98995 0.38731
H -1.92203 5.52780 2.42649
H -3.17709 3.78357 3.63632
H -3.18732 1.45198 2.79227
H -3.91538 2.32545 -0.42632
H -5.66739 2.31773 -2.14925
H -6.01970 0.31922 -3.55754
H -4.61905 -1.69227 -3.22240
H -2.86347 -1.69917 -1.51031
H -4.27567 -1.22085 0.94469
H -4.71891 -3.01700 2.55530
H -2.91209 -3.85224 4.01862
H -0.64357 -2.87853 3.85579
H -0.18093 -1.09599 2.23889
H 1.29693 4.97749 -1.65600
H 3.62028 5.58666 -1.15740
H 5.16505 3.93953 -0.15884
H 4.38786 1.64891 0.32930
H 3.59233 -1.01268 1.78203
H 3.83095 -0.94889 4.22302
H 2.28507 0.40952 5.59023
H 0.49819 1.72391 4.49004
H 0.24624 1.65176 2.05282
H 2.14135 -2.41732 0.55510
H 3.52740 -4.16414 -0.46960
H 5.05453 -3.59899 -2.33097
H 5.20064 -1.27238 -3.14869
H 3.81904 0.48765 -2.13294
Se 0.18183 -0.96608 -3.30228
C 0.35774 -2.75114 -2.61082
C -0.24385 -3.15994 -1.42002
C -0.07858 -4.45586 -0.95738
C 0.67256 -5.36343 -1.69180
C 1.25965 -4.96512 -2.88494
C 1.10713 -3.66493 -3.34292
H -0.85470 -2.46710 -0.84328
H -0.55314 -4.76034 -0.03270
H 0.78552 -6.38149 -1.34337
H 1.84314 -5.67006 -3.46303
H 1.58126 -3.35595 -4.26554
```

energy relative to the best compared isomer or geometry (same formula, charge and spin): 0.00 kJ/mol
highest occupied orbital energy (spin up / spin down): -10.45 / -10.45 eV
frontier orbital gap (spin up / spin down): 6.94 / 6.94 eV
total charge: +1
calculated total energy: -139814.4521 eV

=====

Molecular formula: C12H18P
Method: DFT, ωB97M-V with the def2-TZVPD basis set

```
31
Properties=species:S:1:pos:R:3
C 2.86418 -2.04907 0.29271
C 2.58084 -1.67271 -1.01741
C 2.54611 -1.19781 1.34858
C 1.98989 -0.45724 -1.27073
C 1.95227 0.01920 1.10831
C 1.66367 0.43204 -0.21608
C 0.37714 3.93222 -0.02620
C 0.82743 2.72292 0.37685
C -1.55643 -1.05359 1.40536
C -3.74334 0.09241 -0.03610
C -1.69241 -1.31561 -1.42887
C 1.09521 1.68183 -0.53198
P -1.91215 -0.05490 -0.10282
H 3.33145 -3.00101 0.49362
H 2.83012 -2.33464 -1.83265
H 2.76742 -1.49559 2.36122
H 1.78652 -0.15486 -2.28792
H 1.71221 0.66163 1.94099
H 0.20418 4.73009 0.67604
H 0.18044 4.14716 -1.06468
H 1.01415 2.55938 1.42816
H -2.24918 -1.89198 1.46797
H -1.66448 -0.43447 2.29306
H -0.53667 -1.43144 1.36150
H -4.20062 -0.89656 -0.03895
H -4.09350 0.65665 -0.89851
H -4.03588 0.62317 0.86695
H -2.19755 -2.24339 -1.15440
H -0.63006 -1.51563 -1.57101
H -2.10775 -0.93878 -2.36407
H 0.89679 1.88059 -1.57891
```

2S+1: 3
highest occupied orbital energy (spin up / spin down): -10.06 / -12.21 eV
frontier orbital gap (spin up / spin down): 7.54 / 4.68 eV
total charge: +1
calculated total energy: -22015.5307 eV

=====

Molecular formula: C3H3N3O7
Method: DFT, ωB97M-V with the def2-TZVPD basis set

```
16
Properties=species:S:1:pos:R:3
C 0.77801 0.43181 0.60933
C 2.11557 0.17162 -0.12204
C -0.49730 0.22310 -0.12748
N -0.57596 0.25450 -1.64245
N -1.69043 0.85720 0.37119
N -0.80968 -1.73849 0.95529
O 0.67048 0.44901 1.84652
O 0.45734 0.24132 -2.18223
O -1.65715 0.19380 -2.10885
O -1.77708 2.05206 0.33731
O -2.50606 0.11520 0.83266
O -0.70247 -1.49235 2.07451
O -1.00568 -2.47421 0.12310
H 1.99121 -0.47796 -0.92704
H 2.77372 0.18694 0.72476
H 2.43547 1.00644 -0.76457
```

energy relative to the best compared isomer or geometry (same formula, charge and spin): 91.45 kJ/mol
highest occupied orbital energy (spin up / spin down): -10.14 / -10.16 eV
frontier orbital gap (spin up / spin down): 7.73 / 7.81 eV
total charge: 0
calculated total energy: -21949.6246 eV

=====

The lowest total charge belongs to which entry? C3H3N3O7